No. 1
49
Properties=species:S:1:pos:R:3:lowdin_charge:R:1 method="wB97M-V/def2-TZVPD" homo_lumo_gap_ha=0.3344 energy_ev=-47988.1451 multiplicity=1 e_homo_ev=-8.72 de_lowest_kcal_mol=0.00 smiles="NC(=O)c1ccc(NC(=O)CSc2nnc(-c3ccncc3)n2Cc2ccco2)cc1"
N -4.56 -2.90 0.22 0.17
C -3.88 -1.85 -0.31 -0.52
O -4.43 -0.80 -0.59 0.06
C -2.42 -2.06 -0.49 -0.16
C -1.66 -2.88 0.34 -0.04
C -0.29 -2.99 0.17 -0.01
C 0.34 -2.27 -0.84 -0.21
N 1.73 -2.27 -1.02 0.13
C 2.67 -2.63 -0.11 -0.55
O 2.47 -3.26 0.91 0.06
C 4.06 -2.11 -0.47 -0.33
S 4.25 -0.49 0.37 1.00
C 3.05 0.40 -0.52 -0.62
N 2.74 0.23 -1.78 0.01
N 1.72 1.06 -2.06 0.09
C 1.44 1.74 -0.99 -0.25
C 0.36 2.72 -0.85 -0.16
C 0.60 4.01 -0.40 -0.01
C -0.48 4.86 -0.26 -0.14
N -1.72 4.52 -0.53 0.07
C -1.95 3.29 -0.97 -0.13
C -0.95 2.36 -1.16 0.01
N 2.27 1.37 0.04 0.02
C 2.10 1.66 1.45 -0.05
C 0.77 1.14 1.88 -0.25
C 0.33 -0.14 2.07 0.00
C -1.06 -0.03 2.34 -0.04
C -1.35 1.29 2.29 -0.10
O -0.26 2.01 2.01 0.04
C -0.42 -1.47 -1.69 -0.01
C -1.78 -1.36 -1.51 -0.02
H -4.15 -3.81 0.32 0.09
H -5.56 -2.81 0.31 0.11
H -2.13 -3.42 1.15 0.11
H 0.29 -3.61 0.83 0.10
H 2.04 -1.69 -1.79 0.11
H 4.22 -1.97 -1.53 0.08
H 4.83 -2.75 -0.03 0.09
H 1.61 4.34 -0.17 0.12
H -0.34 5.88 0.10 0.11
H -2.98 3.05 -1.18 0.11
H -1.17 1.36 -1.51 0.10
H 2.91 1.17 1.99 0.11
H 2.14 2.74 1.61 0.13
H 0.91 -1.03 2.03 0.11
H -1.74 -0.84 2.54 0.10
H -2.27 1.83 2.43 0.13
H 0.07 -0.91 -2.48 0.10
H -2.38 -0.73 -2.15 0.12


No. 2
56
Properties=species:S:1:pos:R:3:lowdin_charge:R:1 method="wB97M-V/def2-TZVPD" homo_lumo_gap_ha=0.3195 energy_ev=-42913.6632 multiplicity=1 e_homo_ev=-8.91 de_lowest_kcal_mol=35.55 smiles="NC(N)=O.NC(N)=O.NC(N)=O.NC(N)=O.NC(N)=O.NC(N)=O.NC(N)=O"
N 0.80 0.47 -0.62 0.15
C 0.17 0.68 0.54 -0.65
N -0.82 -0.25 0.81 0.18
O 0.53 1.44 1.44 0.02
H 1.42 1.18 -0.98 0.11
H 0.51 -0.25 -1.27 0.07
H -1.35 -0.01 1.63 0.09
H -1.17 -0.89 0.12 0.08
N 2.06 -2.20 0.22 0.17
C 1.24 -3.27 0.34 -0.69
N 1.97 -4.37 0.73 0.15
O 0.06 -3.30 0.04 0.03
H 1.58 -1.32 0.10 0.06
H 3.05 -2.21 0.31 0.11
H 2.92 -4.42 1.03 0.09
H 1.41 -5.21 0.74 0.11
N 1.58 5.21 -2.08 0.14
C 1.37 5.19 -0.73 -0.69
N 0.52 4.19 -0.35 0.15
O 1.78 6.05 0.03 0.03
H 2.26 5.83 -2.47 0.10
H 1.16 4.52 -2.68 0.08
H 0.38 3.38 -0.93 0.06
H 0.48 4.24 0.66 0.10
N 4.88 2.06 2.61 0.13
C 3.68 2.64 2.26 -0.68
N 2.65 2.24 3.08 0.15
O 3.52 3.51 1.41 0.02
H 4.90 1.64 3.51 0.08
H 5.70 2.56 2.30 0.10
H 2.80 1.50 3.73 0.09
H 1.76 2.46 2.67 0.07
N 0.33 -0.91 -4.51 0.16
C -0.07 -1.71 -3.48 -0.67
N 0.92 -2.20 -2.70 0.17
O -1.27 -1.98 -3.35 0.00
H 1.26 -0.54 -4.51 0.09
H -0.28 -0.63 -5.25 0.11
H 0.78 -2.87 -1.96 0.08
H 1.77 -1.68 -2.87 0.10
N -5.50 -0.26 -0.82 0.15
C -4.31 -0.90 -1.02 -0.64
N -3.73 -0.60 -2.21 0.18
O -3.89 -1.76 -0.24 -0.01
H -5.74 0.51 -1.42 0.09
H -6.20 -0.66 -0.23 0.11
H -2.83 -0.98 -2.45 0.07
H -4.27 0.04 -2.76 0.09
N -3.34 -1.21 2.51 0.13
C -2.70 -2.16 3.24 -0.69
N -1.79 -2.80 2.49 0.17
O -2.87 -2.31 4.45 0.00
H -3.72 -0.44 3.03 0.10
H -3.61 -1.30 1.54 0.05
H -1.62 -2.46 1.56 0.05
H -1.12 -3.49 2.76 0.10


No. 3
50
Properties=species:S:1:pos:R:3:lowdin_charge:R:1 method="wB97M-V/def2-TZVPD" homo_lumo_gap_ha=0.2917 energy_ev=-32178.2296 multiplicity=1 e_homo_ev=-7.76 de_lowest_kcal_mol=460.87
C 1.90 -0.91 -3.62 -0.13
C 1.82 -1.41 -2.23 -0.27
C 2.60 -2.79 -2.15 -0.21
C 3.05 -3.13 -0.78 -0.25
C 1.83 -3.25 -0.06 -0.37
H 2.23 -3.94 0.99 0.20
H 1.30 -3.93 -0.37 0.04
O 1.28 -2.20 0.35 0.08
C 0.13 -2.22 0.96 -0.54
O -0.51 -3.14 1.34 0.13
C -0.37 -1.05 1.33 -0.01
C -1.59 -0.73 1.81 -0.38
N -2.42 -1.35 2.36 0.22
H -3.41 -1.41 2.62 0.16
H -2.16 -2.47 2.14 0.23
N -1.73 0.73 2.06 0.05
C -0.78 1.56 1.42 -0.24
N -0.64 2.72 1.26 0.17
C 0.26 3.01 0.58 -0.27
C 0.69 4.39 0.44 -0.02
C 1.75 4.86 -0.41 -0.02
C 2.84 3.81 -0.66 -0.03
C 2.52 2.49 -0.49 -0.09
C 1.50 2.05 0.25 -0.08
N 1.08 0.65 0.12 0.19
C 0.07 0.44 0.97 -0.05
H 3.30 2.05 -0.90 0.07
H 3.49 4.16 -1.26 0.02
H 2.04 5.92 -0.43 0.09
H -0.11 5.19 0.77 0.13
C -3.09 1.27 2.53 -0.11
C -4.25 1.35 1.48 -0.15
O -4.68 -0.03 1.39 -0.21
C -4.39 -0.34 -0.01 -0.07
H -4.95 0.20 -0.70 0.07
H -3.46 -0.61 -0.16 0.02
H -4.90 -1.47 -0.14 0.16
H -4.94 1.82 2.33 0.17
H -3.97 1.79 0.69 0.05
H -2.65 2.24 2.80 0.10
H -3.24 0.95 3.66 0.16
H 3.90 -4.22 -0.65 0.21
H 3.79 -2.39 -0.32 0.13
H 3.81 -2.50 -2.76 0.18
H 2.27 -3.66 -2.82 0.12
H 2.25 -0.61 -1.57 0.11
H 0.91 -1.54 -1.90 0.04
H 2.87 -0.51 -3.99 0.08
H 1.37 -1.73 -4.47 0.16
H 1.42 -0.13 -3.77 -0.04


No. 4
143
Properties=species:S:1:pos:R:3:lowdin_charge:R:1 method="wB97M-V/def2-TZVPD" homo_lumo_gap_ha=0.2247 energy_ev=-125370.2194 multiplicity=1 e_homo_ev=-5.10 de_lowest_kcal_mol=0.00 total_charge=-1
C 2.74 -3.21 0.32 -0.16
C 1.31 -3.70 0.66 -0.45
P -0.05 -3.03 -0.44 0.83
C 0.70 -3.23 -2.15 -0.34
Nb -0.62 -0.60 0.11 1.48
C 1.51 0.12 -0.08 -0.34
C 2.10 0.16 -1.52 -0.37
C 3.65 0.15 -1.45 -0.53
S 4.32 1.24 -2.79 0.68
C -0.53 -0.83 2.38 -0.28
C 0.87 -0.85 3.00 -0.20
C 0.70 -1.34 4.43 -0.22
F 1.08 -0.50 5.41 0.07
C 0.14 -2.49 4.79 -0.37
F 0.54 -3.65 4.38 0.17
F -0.90 -2.49 5.58 0.14
C -2.85 -1.25 0.34 -0.25
C -3.07 -2.71 0.37 -0.75
O -2.91 -3.32 1.36 0.06
O -3.49 -3.40 -0.75 0.02
B -1.16 -0.12 -2.11 -0.57
C -2.24 -1.05 -2.85 -0.08
O -0.66 0.92 -2.86 0.02
S -1.52 1.76 0.58 0.59
O -1.96 2.44 -0.65 -0.41
O -2.67 1.70 1.47 -0.40
C -0.33 2.96 1.38 -0.55
F 0.42 2.44 2.34 0.11
F 0.44 3.55 0.48 0.12
C -1.13 4.13 2.06 -0.67
F -0.23 5.08 2.34 0.15
F -2.03 4.65 1.31 0.22
F -1.61 3.78 3.22 0.18
H 3.21 -2.85 1.24 0.06
H 3.38 -4.03 -0.01 0.07
H 2.77 -2.39 -0.38 0.02
H 1.30 -4.78 0.47 0.06
H 1.04 -3.58 1.70 0.04
H 1.74 -2.91 -2.20 0.01
H 0.08 -2.79 -2.93 0.01
H 0.70 -4.31 -2.33 0.02
H 2.22 -0.43 0.53 0.02
H 1.58 1.15 0.29 0.04
H 1.76 -0.64 -2.18 0.07
H 1.80 1.10 -1.99 0.06
H 4.03 -0.86 -1.54 0.06
H 3.95 0.64 -0.53 0.06
H 4.60 0.38 -3.80 -0.18
H -1.13 -1.70 2.64 0.06
H -1.05 0.02 2.83 0.05
H 1.59 -1.53 2.53 0.08
H 1.35 0.12 3.09 0.10
H -3.11 -0.90 1.35 0.05
H -3.51 -0.71 -0.35 0.05
H -4.27 -2.93 -1.09 0.10
H -2.14 -2.11 -2.61 0.03
H -2.08 -0.96 -3.93 0.06
H -3.25 -0.67 -2.67 0.06
H -1.39 1.41 -3.29 0.09
C 7.01 1.37 -5.68 -0.10
C 7.87 0.34 -5.32 -0.09
C 8.44 -0.45 -6.30 -0.11
C 8.17 -0.20 -7.64 -0.10
C 7.32 0.84 -8.00 -0.11
C 6.73 1.62 -7.01 -0.11
H 6.55 1.98 -4.91 0.09
H 8.08 0.15 -4.28 0.10
H 9.11 -1.26 -6.03 0.10
H 8.63 -0.81 -8.41 0.10
H 7.11 1.04 -9.04 0.10
H 6.06 2.42 -7.29 0.10
C -5.61 -0.42 7.28 -0.10
C -4.36 -0.66 6.71 -0.08
C -3.73 -1.87 6.90 -0.08
C -4.34 -2.86 7.66 -0.09
C -5.58 -2.63 8.23 -0.11
C -6.22 -1.41 8.05 -0.11
H -6.10 0.53 7.13 0.09
H -3.89 0.11 6.11 0.11
H -2.76 -2.04 6.45 0.08
H -3.84 -3.82 7.80 0.10
H -6.06 -3.41 8.82 0.09
H -7.18 -1.23 8.49 0.09
C -9.19 4.39 7.42 -0.10
C -9.52 3.05 7.55 -0.10
C -8.69 2.19 8.26 -0.10
C -7.53 2.68 8.84 -0.10
C -7.20 4.03 8.71 -0.09
C -8.03 4.88 8.00 -0.10
H -9.84 5.06 6.87 0.10
H -10.43 2.67 7.10 0.10
H -8.94 1.15 8.35 0.10
H -6.87 2.02 9.39 0.10
H -6.29 4.41 9.16 0.10
H -7.77 5.93 7.89 0.09
C 3.61 -3.80 -5.67 -0.09
C 2.86 -2.69 -6.03 -0.09
C 3.49 -1.53 -6.44 -0.08
C 4.88 -1.47 -6.50 -0.08
C 5.63 -2.58 -6.14 -0.09
C 5.00 -3.74 -5.72 -0.11
H 3.11 -4.71 -5.34 0.10
H 1.77 -2.73 -5.99 0.10
H 2.90 -0.66 -6.72 0.10
H 5.37 -0.57 -6.82 0.07
H 6.71 -2.54 -6.18 0.09
H 5.58 -4.61 -5.43 0.09
C -2.23 0.38 -8.04 -0.10
C -1.11 0.91 -7.41 -0.10
C -1.26 1.95 -6.50 -0.09
C -2.52 2.44 -6.21 -0.10
C -3.64 1.90 -6.83 -0.10
C -3.49 0.88 -7.75 -0.10
H -2.11 -0.43 -8.76 0.10
H -0.13 0.52 -7.63 0.10
H -0.39 2.37 -6.01 0.11
H -2.64 3.24 -5.49 0.10
H -4.63 2.29 -6.60 0.10
H -4.36 0.46 -8.25 0.10
C -4.93 5.73 4.36 -0.08
C -3.66 6.28 4.42 -0.08
C -3.46 7.50 5.05 -0.09
C -4.53 8.17 5.63 -0.11
C -5.80 7.61 5.58 -0.11
C -6.00 6.39 4.94 -0.10
H -5.08 4.77 3.87 0.11
H -2.82 5.76 3.97 0.08
H -2.47 7.93 5.09 0.10
H -4.37 9.12 6.12 0.10
H -6.64 8.13 6.03 0.09
H -6.99 5.96 4.90 0.10
C 7.33 -4.09 -2.77 -0.09
C 6.94 -5.42 -2.59 -0.10
C 7.74 -6.28 -1.85 -0.10
C 8.92 -5.82 -1.28 -0.10
C 9.30 -4.49 -1.46 -0.10
C 8.51 -3.63 -2.20 -0.09
H 6.71 -3.42 -3.35 0.09
H 6.02 -5.77 -3.03 0.10
H 7.44 -7.31 -1.72 0.10
H 9.54 -6.49 -0.70 0.10
H 10.22 -4.13 -1.01 0.10
H 8.81 -2.60 -2.34 0.10


No. 5
15
Properties=species:S:1:pos:R:3:lowdin_charge:R:1 method="wB97M-V/def2-TZVPD" homo_lumo_gap_ha=0.3306 energy_ev=-75818.0888 multiplicity=1 e_homo_ev=-13.55 de_lowest_kcal_mol=3.67 total_charge=+1
C 2.68 -0.89 3.02 -0.06
C 2.23 -0.56 1.85 -0.50
C -0.48 -0.63 -1.27 -0.25
C 0.29 -1.83 -1.67 -0.03
N -1.71 -0.52 -0.96 0.18
Br 0.24 -0.30 1.53 0.66
H 3.75 -0.92 2.96 0.08
H 2.17 -1.16 3.89 0.06
H 2.78 -0.41 0.85 0.09
H 0.16 0.27 -1.17 0.12
H 0.72 -1.66 -2.76 0.16
H -0.35 -2.68 -1.59 0.09
H 1.08 -1.92 -0.94 0.07
H -2.35 -1.28 -0.77 0.16
H -2.04 0.36 -0.52 0.17


No. 6
11
Properties=species:S:1:pos:R:3:lowdin_charge:R:1 method="wB97M-V/def2-TZVPD" homo_lumo_gap_ha=0.1891 energy_ev=-42676.2921 multiplicity=1 e_homo_ev=-12.30 de_lowest_kcal_mol=63.79 total_charge=+1
C 1.36 -0.33 -0.05 -0.45
C -2.91 -0.17 0.03 -1.54
N 2.42 0.29 -0.47 0.07
N 0.41 0.07 0.72 0.02
Cl -3.26 -1.80 -0.06 0.84
Cl -2.85 0.73 -1.36 0.84
Cl -2.65 0.63 1.51 0.79
H 1.10 -1.10 -0.74 0.10
H 3.18 -0.22 -1.09 0.17
H 2.62 1.23 0.03 0.16
H 0.58 0.68 1.49 0.01


No. 7
109
Properties=species:S:1:pos:R:3:lowdin_charge:R:1 method="wB97M-V/def2-TZVPD" homo_lumo_gap_ha=0.2163 energy_ev=-103623.8333 multiplicity=1 e_homo_ev=-8.78 smiles="COCCCCCCCCCCCCc1c(C)c(N)c(O)c2c1C(=O)N(CCC(F)(F)C(F)(F)C(F)(F)C(F)(F)S(F)(F)(F)(F)F)C2=O.O=C1CCCO1.O=C1CCCO1"
C 3.35 -1.65 3.17 -0.12
O 2.31 -2.02 2.20 -0.25
C 2.89 -2.35 0.88 -0.22
C 2.04 -3.64 0.30 -0.17
C 0.68 -3.13 -0.51 -0.20
C -0.51 -4.21 -0.12 -0.21
C -1.70 -4.03 -1.26 -0.20
C -2.70 -2.85 -0.67 -0.21
C -3.90 -3.63 0.14 -0.20
C -3.72 -3.44 1.78 -0.22
C -5.07 -2.66 2.30 -0.22
C -4.76 -1.04 2.11 -0.20
C -6.09 -0.36 1.44 -0.19
C -5.74 0.57 0.09 -0.16
C -6.06 2.13 0.55 -0.04
C -7.62 2.69 0.37 -0.06
C -8.86 1.77 -0.24 -0.10
C -7.94 4.26 0.86 -0.09
N -9.35 4.81 0.72 0.00
C -6.74 5.22 1.52 -0.07
O -6.96 6.61 1.96 -0.05
C -5.25 4.53 1.62 0.05
C -4.82 3.02 1.15 0.03
C -3.23 2.71 1.38 -0.20
O -2.59 1.54 1.26 -0.02
N -2.71 4.08 1.79 -0.05
C -1.79 4.79 0.77 -0.12
C -0.27 4.26 1.05 -0.05
C 0.92 5.31 0.57 -0.19
F 1.32 6.11 1.74 0.02
F 0.21 6.28 -0.35 -0.02
C 2.11 4.65 -0.33 -0.08
F 2.80 5.78 -1.05 0.03
F 1.40 3.76 -1.32 0.02
C 3.28 3.84 0.53 -0.10
F 3.94 4.91 1.36 0.03
F 2.54 2.85 1.34 0.05
C 4.49 3.24 -0.39 -0.20
F 5.39 4.42 -0.67 0.01
F 4.08 2.74 -1.74 0.03
S 5.56 1.92 0.36 1.09
F 5.35 2.44 1.97 -0.16
F 6.94 2.97 0.18 -0.20
F 5.92 1.36 -1.25 -0.21
F 4.33 0.74 0.42 -0.18
F 6.65 0.73 0.95 -0.19
C -3.82 5.08 2.20 -0.20
O -3.67 6.21 2.95 -0.02
H 3.71 -2.52 3.87 0.10
H 2.89 -0.81 3.88 0.10
H 4.26 -1.17 2.60 0.08
H 4.05 -2.57 0.93 0.13
H 2.74 -1.48 0.11 0.11
H 2.64 -4.31 -0.44 0.11
H 1.65 -4.28 1.22 0.12
H 0.35 -2.04 -0.16 0.12
H 0.85 -3.08 -1.68 0.10
H -0.13 -5.32 -0.05 0.11
H -0.94 -3.86 0.93 0.11
H -1.27 -3.74 -2.32 0.09
H -2.25 -5.07 -1.40 0.11
H -3.11 -2.13 -1.51 0.11
H -2.04 -2.18 0.06 0.10
H -3.96 -4.78 -0.08 0.11
H -4.92 -3.17 -0.26 0.11
H -2.79 -2.76 2.05 0.10
H -3.64 -4.46 2.36 0.11
H -5.35 -2.89 3.43 0.11
H -5.99 -3.01 1.64 0.10
H -3.77 -0.89 1.47 0.09
H -4.54 -0.60 3.20 0.12
H -6.58 0.33 2.28 0.12
H -6.91 -1.12 1.09 0.10
H -4.60 0.45 -0.16 0.10
H -6.41 0.23 -0.81 0.10
H -9.60 2.42 -0.91 0.08
H -9.53 1.31 0.63 0.10
H -8.48 0.90 -0.93 0.07
H -9.78 4.58 -0.20 0.07
H -9.92 4.32 1.47 0.10
H -7.08 6.58 2.97 0.13
H -1.95 5.95 0.99 0.15
H -2.18 4.50 -0.31 0.16
H -0.14 3.17 0.63 0.13
H -0.14 4.16 2.23 0.15
O -0.14 -4.62 -4.37 0.10
C 0.90 -4.12 -4.77 -0.46
C 1.88 -4.78 -5.69 -0.09
C 3.11 -3.92 -5.51 -0.17
C 2.53 -2.58 -5.16 -0.17
O 1.33 -2.86 -4.45 0.02
H 1.50 -4.72 -6.71 0.14
H 2.07 -5.81 -5.40 0.13
H 3.76 -3.89 -6.40 0.12
H 3.70 -4.30 -4.67 0.12
H 2.27 -1.99 -6.05 0.13
H 3.20 -1.99 -4.53 0.13
O 10.26 -3.81 -1.11 0.10
C 9.94 -2.83 -0.47 -0.46
C 9.90 -1.42 -1.00 -0.09
C 9.84 -0.61 0.27 -0.17
C 9.14 -1.54 1.23 -0.17
O 9.53 -2.85 0.83 0.03
H 9.00 -1.30 -1.60 0.14
H 10.80 -1.20 -1.58 0.13
H 9.34 0.35 0.15 0.11
H 10.86 -0.41 0.63 0.12
H 8.05 -1.46 1.15 0.11
H 9.44 -1.36 2.26 0.13


No. 8
18
Properties=species:S:1:pos:R:3:lowdin_charge:R:1 method="wB97M-V/def2-TZVPD" homo_lumo_gap_ha=0.3134 energy_ev=-34599.3503 multiplicity=1 e_homo_ev=-9.03 de_lowest_kcal_mol=4.91 smiles="N[C@@H]1SC=CC=C1S(=O)(=O)O"
N 1.00 1.48 -1.32 0.04
C 0.35 1.19 -0.05 -0.59
S 1.69 0.96 1.22 0.95
C 2.31 -0.54 0.52 -0.36
C 1.49 -1.41 -0.13 -0.18
C 0.11 -1.31 -0.18 -0.12
C -0.47 -0.12 -0.02 -0.30
S -2.22 0.00 0.09 0.62
O -2.86 -0.80 -0.88 -0.25
O -2.68 1.32 0.35 -0.26
O -2.44 -0.87 1.48 -0.13
H 0.58 1.06 -2.05 0.04
H 1.21 2.43 -1.53 0.08
H -0.30 1.99 0.45 0.11
H 3.40 -0.62 0.73 0.07
H 1.70 -2.42 -0.52 0.12
H -0.59 -2.12 -0.25 0.13
H -2.27 -0.19 2.09 0.04


No. 9
17
Properties=species:S:1:pos:R:3:mulliken_spin:R:1 method="wB97M-V/def2-TZVPD" homo_lumo_gap_ha="0.4712 / 0.2202" energy_ev=-6820.2066 multiplicity=2 e_homo_ev="-21.29 / -21.29" s2=0.75 de_lowest_kcal_mol=43.08 total_charge=+2
C -0.72 -0.16 2.61 0.05
O -0.80 1.07 1.65 0.83
H -1.48 0.07 3.41 0.04
H -0.89 -1.05 1.99 0.01
H 0.37 -0.26 3.03 0.09
H -0.84 1.88 2.15 -0.02
C 0.98 0.93 -1.42 0.00
N 0.23 -0.13 -0.70 0.00
C -0.16 -1.23 -1.71 0.00
H 1.36 1.72 -0.71 0.00
H 1.77 0.40 -2.04 0.00
H 0.29 1.35 -2.29 0.00
H -0.45 0.18 -0.02 0.00
H 0.88 -0.52 -0.02 0.00
H -0.14 -2.14 -1.17 0.00
H 0.67 -1.26 -2.48 0.00
H -1.07 -0.84 -2.28 0.00